Record 1
15
Properties=species:S:1:pos:R:3:forces:R:3 method="wB97M-V/def2-TZVPD" max_force_ha_per_bohr=0.06500 total_energy_ha=-192.0356 molar_mass_g_mol=63.1 total_charge=+1 de_lowest_kcal_mol=32.1 homo_energy_ev=-14.4
N 2.042090 1.672876 -0.294958 -2.83 1.71 0.47
H 2.226518 2.352066 0.473576 -0.44 -0.43 -1.37
H 0.281236 0.399891 -0.144005 0.65 0.63 1.14
H 1.739620 2.071356 -1.212235 1.02 -0.14 1.41
H 2.803728 1.085431 -0.340370 2.00 -1.36 -0.64
C -1.260492 -0.546356 -1.025888 -1.03 -2.74 1.38
N -0.604118 0.042445 0.239183 -1.84 -1.86 -1.95
C -0.475824 -1.147202 1.218070 -0.94 1.23 0.27
H -1.275584 -0.089043 -1.995020 0.26 1.31 0.11
H -0.733806 -1.506252 -1.147886 0.09 0.54 -0.30
H -2.276507 -0.920167 -0.741861 0.64 0.83 -0.26
H -1.202752 0.765852 0.620619 0.29 0.38 0.03
H -1.098251 -1.069461 2.141667 0.18 0.35 -1.09
H 0.515049 -1.035321 1.509693 1.84 -0.55 0.77
H -0.680909 -2.076117 0.699415 0.11 0.10 0.05

---

Record 2
112
Properties=species:S:1:pos:R:3:forces:R:3 method="wB97M-V/def2-TZVPD" max_force_ha_per_bohr=0.01587 total_energy_ha=-3977.7919 molar_mass_g_mol=1190.0 total_charge=-2 de_lowest_kcal_mol=69.4 homo_energy_ev=-0.9
Pt -0.075239 0.063268 0.024486 0.43 0.61 0.32
C -1.065749 -3.401929 -6.246481 0.03 0.09 0.09
C -0.587276 -2.724508 -4.979723 -0.10 -0.08 -0.05
C 0.667213 -2.139063 -4.888757 0.09 0.06 -0.06
C 1.064922 -1.514855 -3.725970 -0.04 -0.09 0.05
C 0.258794 -1.445205 -2.560464 0.16 0.09 0.08
N 0.852662 -0.885668 -1.442180 0.26 -0.06 0.21
C 1.973254 -0.037487 -1.588178 -0.07 -0.54 -0.38
C 3.277224 -0.676487 -1.209427 0.09 -0.05 -0.11
C 4.610487 0.038082 -1.581430 -0.04 -0.07 0.20
C 4.443433 1.432595 -2.094572 0.16 -0.07 0.18
C 5.705521 2.197638 -2.394974 -0.03 0.00 0.00
C 3.227334 1.967006 -2.208891 -0.38 0.06 -0.03
C 1.954137 1.254003 -1.965772 0.01 0.60 -0.17
C 0.612412 2.011741 -2.031724 -0.05 0.09 0.03
O -0.486193 1.366720 -1.541379 0.28 0.03 0.21
C 0.260149 2.364393 -3.506796 -0.07 0.01 0.16
F -0.857478 3.123356 -3.581612 0.21 -0.08 -0.10
F 0.048477 1.259681 -4.216632 -0.02 0.14 -0.04
F 1.234538 3.068697 -4.153088 -0.13 -0.16 0.02
C 0.755296 3.384468 -1.245636 -0.10 0.05 0.01
F 1.399781 3.235639 -0.064391 -0.12 -0.02 -0.18
F 1.421985 4.385170 -1.900856 -0.08 -0.25 0.14
F -0.453569 3.898591 -0.959491 0.18 0.00 0.09
C -1.040186 -2.025468 -2.648502 -0.06 -0.18 0.04
C -1.395854 -2.640443 -3.852893 0.01 0.02 0.02
C -2.122008 -2.104929 -1.497977 0.01 0.12 0.11
O -1.921301 -1.445000 -0.372830 -0.21 -0.40 -0.39
C -3.502496 -1.560324 -2.110954 0.12 -0.03 0.01
F -4.236435 -2.409660 -2.903447 0.12 0.22 0.10
F -4.353102 -1.192804 -1.129496 0.05 -0.12 -0.13
F -3.280749 -0.456212 -2.853923 -0.14 -0.17 0.15
C -2.255596 -3.655414 -1.125567 0.05 0.17 -0.12
F -2.913322 -4.472335 -2.014304 0.24 0.17 0.19
F -2.900038 -3.820034 0.046711 -0.04 -0.05 -0.17
F -1.028028 -4.189616 -0.972298 -0.38 0.17 -0.24
H -0.220743 -3.781242 -6.831558 -0.07 0.03 0.05
H -1.631432 -2.718056 -6.892729 0.05 -0.05 0.06
H -1.720040 -4.247188 -6.015882 0.02 0.04 -0.01
H 1.342138 -2.158933 -5.745408 -0.05 0.00 0.12
H 2.042550 -1.045665 -3.689130 -0.05 -0.05 -0.05
H 3.247664 -1.723250 -1.519658 0.07 0.00 0.01
H 5.267403 -0.542103 -2.241994 -0.03 0.01 -0.03
H 6.425366 1.563736 -2.930341 -0.08 0.07 0.02
H 6.207720 2.539172 -1.478747 -0.04 -0.08 -0.08
H 5.498010 3.078107 -3.009619 0.02 -0.05 0.07
H 3.171168 2.996438 -2.547026 -0.08 -0.05 -0.02
H -2.379574 -3.091259 -3.922373 0.07 0.01 0.03
C 2.910153 -3.646027 4.096123 -0.03 0.01 0.00
C 2.063200 -2.423024 3.722612 0.00 0.05 0.07
C 0.702326 -2.516404 4.434640 0.01 0.04 0.00
C 2.774780 -1.156783 4.219943 0.01 0.02 0.00
Si 1.777674 -2.220718 1.824042 0.13 -0.19 -0.06
O 0.756404 -1.020747 1.639856 -0.25 0.01 -0.15
C 1.261585 -3.927155 1.174751 -0.14 -0.10 -0.09
C 0.079675 -4.523567 1.640815 0.09 0.01 0.03
C -0.311643 -5.791291 1.228199 0.16 -0.01 0.07
C 0.467172 -6.496288 0.317756 0.08 0.11 0.08
C 1.621708 -5.912819 -0.189806 -0.09 0.04 0.09
C 2.007908 -4.643974 0.233221 -0.06 -0.03 0.08
C 3.499324 -1.839758 1.086385 -0.06 0.24 -0.19
C 3.632776 -0.550843 0.305904 0.11 -0.15 0.05
C 5.063428 -0.049573 -0.083936 -0.06 -0.12 -0.03
C 6.161409 -1.039928 0.166278 -0.17 0.13 -0.08
C 5.922132 -2.230294 0.713480 -0.24 -0.12 0.13
C 4.578885 -2.623728 1.200824 0.25 -0.03 -0.01
H 2.950727 -3.758646 5.191513 0.00 0.02 -0.08
H 3.940789 -3.544372 3.739063 -0.12 -0.01 0.06
H 2.493856 -4.570179 3.678183 0.03 0.09 0.04
H 0.828467 -2.349210 5.517200 0.00 -0.03 -0.09
H 0.252945 -3.505799 4.308947 0.02 0.07 -0.01
H -0.001080 -1.769976 4.046089 0.11 -0.08 0.05
H 2.957075 -1.220536 5.305200 -0.02 0.02 -0.08
H 2.162341 -0.270344 4.027582 0.09 -0.11 0.03
H 3.740989 -1.014879 3.720094 -0.10 -0.02 0.07
H -0.573074 -3.965786 2.306633 0.05 -0.05 -0.07
H -1.242722 -6.214743 1.590757 0.04 0.03 -0.03
H 0.159288 -7.479639 -0.018793 -0.01 0.00 -0.01
H 2.214618 -6.438962 -0.930327 -0.01 0.01 0.01
H 2.903775 -4.197992 -0.187890 -0.06 -0.04 0.03
H 3.015510 0.230419 0.754676 0.04 0.05 -0.02
H 5.332066 0.929789 0.325331 0.00 -0.01 0.03
H 7.167549 -0.759662 -0.138668 -0.02 -0.05 0.00
H 6.739794 -2.932613 0.852113 -0.04 0.01 0.01
H 4.500647 -3.589971 1.695672 0.06 0.08 -0.08
C 0.803238 1.831780 2.900413 0.03 0.13 -0.02
C -0.619690 1.801381 2.475679 -0.15 -0.16 0.21
N -1.075522 1.154277 1.439493 -0.37 -0.03 -0.52
C -2.443966 1.349427 1.364050 0.10 -0.07 0.00
C -2.832522 2.129609 2.402836 0.29 -0.17 0.16
N -1.666924 2.395532 3.122798 -0.16 0.40 -0.01
C -1.564696 3.165893 4.330133 -0.08 0.01 -0.23
N -2.165081 4.481987 4.204074 0.38 -0.67 -0.06
N -3.128527 4.867898 5.050184 -0.08 -0.39 0.21
N -3.491153 6.053772 4.772021 -0.07 0.67 -0.18
C -2.737865 6.492043 3.696177 -0.24 0.05 0.17
C -2.741160 7.704708 3.005535 -0.07 0.19 -0.05
C -1.866737 7.826373 1.954233 0.06 0.00 -0.10
C -0.999954 6.770440 1.577760 -0.06 0.19 -0.08
C -0.984298 5.576196 2.247950 0.00 -0.19 0.02
C -1.878760 5.471023 3.320304 0.16 -0.09 -0.06
H 1.310037 1.064143 2.311346 -0.04 0.03 0.04
H 0.915249 1.597871 3.962908 -0.01 0.01 -0.07
H 1.265817 2.803884 2.695888 -0.05 -0.04 0.03
H -3.014745 0.878765 0.573366 0.14 0.04 0.09
H -3.795387 2.504229 2.712718 0.11 -0.03 -0.01
H -0.511103 3.261715 4.565020 0.17 0.06 0.06
H -2.067595 2.682374 5.159808 -0.16 -0.02 0.15
H -3.414848 8.505181 3.286961 0.04 -0.04 -0.01
H -1.848749 8.746832 1.384525 0.03 -0.02 -0.01
H -0.347392 6.893004 0.722615 -0.02 0.04 0.02
H -0.343857 4.760504 1.934369 -0.04 0.01 0.01